Run one
Below is a single C5H6S molecule, with properties calculated with ωB97M-V/def2-TZVPD.

Values from the calculation:
molecular weight	98.17	g/mol
orbital gap	9.5707	eV
SMILES string	C#C[C@H]1S[C@@H]1C
LUMO	0.0195	Eh
spin multiplicity	1

Last column: Löwdin charge in e.
Element x y z (Å)
C (1.1811, -0.5287, -1.4891)  -0.1261
C (0.0910, -0.7175, -0.4584)  -0.6744
C (-0.0058, 0.3702, 0.6991)  -0.4042
C (-1.1613, 0.9902, 1.2591)  -0.1642
C (-2.1782, 1.3893, 1.7326)  0.1192
H (1.4743, -1.5187, -1.9903)  0.0936
H (0.9145, 0.2518, -2.2900)  0.1068
H (2.1515, -0.4099, -1.0142)  0.0613
H (-0.8428, -0.9483, -0.8207)  0.0622
H (0.8851, 0.8772, 0.8372)  0.0671
H (-2.8722, 1.7408, 2.4442)  0.0260
S (0.3627, -1.4964, 1.0905)  0.8327



Run two
Below is a single C5H6S molecule, with properties calculated with ωB97M-V/def2-TZVPD.

Values from the calculation:
molecular weight	98.17	g/mol
orbital gap	7.7504	eV
SMILES string	C=CC(=S)C=C
LUMO	-0.0352	Eh
spin multiplicity	1

Last column: Löwdin charge in e.
Element x y z (Å)
C (-1.8276, -1.0321, 0.7146)  0.0252
C (-0.7621, -0.9186, -0.2012)  -0.2502
C (0.2255, 0.1120, -0.3215)  -0.8395
C (0.1719, 1.0830, 0.7962)  -0.2135
C (-0.1581, 0.8126, 2.0615)  -0.0149
H (-2.5514, -1.9072, 0.5505)  0.0779
H (-2.1983, -0.3017, 1.5092)  0.0719
H (-0.7125, -1.8433, -0.8491)  0.1034
H (0.3178, 2.0493, 0.4994)  0.0662
H (-0.0327, -0.3459, 2.3491)  0.1169
H (-0.2953, 1.5939, 2.9302)  0.1059
S (1.2234, 0.0259, -1.5804)  0.7508



Run three
Below is a single C5H6S molecule, with properties calculated with ωB97M-V/def2-TZVPD.

Values from the calculation:
molecular weight	98.17	g/mol
orbital gap	9.8863	eV
SMILES string	C#C[C@H]1C[C@H]1S
LUMO	0.0320	Eh
spin multiplicity	1

Last column: Löwdin charge in e.
Element x y z (Å)
C (-0.4213, 0.8362, -0.5516)  -0.6533
C (-0.5158, -0.5494, -1.1184)  -0.0946
C (0.7259, -0.0898, -0.3258)  -0.3055
C (1.1373, -0.5798, 0.9955)  -0.1171
C (1.4235, -1.0801, 2.0231)  0.1065
H (-2.6065, 1.7121, 0.2739)  -0.1371
H (-0.2407, 1.6797, -1.2122)  0.0942
H (-0.1718, -0.6324, -2.1788)  0.1142
H (-1.2042, -1.3059, -0.6968)  0.1193
H (1.4603, 0.2187, -0.9500)  0.0944
H (1.8416, -1.5442, 2.9015)  0.0372
S (-1.4283, 1.3348, 0.8395)  0.7419



Run four
Below is a molecular structure, C5H6S, with properties calculated with ωB97M-V/def2-TZVPD.

Values from the calculation:
molecular weight	98.17	g/mol
orbital gap (spin up / spin down)	6.2200 / 6.2224	eV
LUMO (spin up / spin down)	-0.0377 / -0.0376	Eh
spin multiplicity	1

Last column: Löwdin charge in e.
Element x y z (Å)
C (2.1357, -0.1513, 0.1650)  -0.0383
C (1.0836, -0.7120, -0.1505)  -0.3562
C (4.0370, 0.5118, 0.4413)  0.1956
C (-0.1139, -1.2996, -0.2844)  -0.5458
C (-2.0989, 1.0264, -0.1556)  -0.2285
S (-1.4757, -0.6358, 0.4516)  1.0055
H (4.5227, -0.1697, -0.2236)  -0.1273
H (-0.4556, -2.1707, -0.9476)  0.0759
H (-2.2973, 0.9160, -1.1715)  0.0246
H (-3.0681, 1.3350, 0.3356)  0.0766
H (-1.3928, 1.6785, 0.0467)  -0.0221
H (-0.8768, -0.3287, 1.4931)  -0.0599



Pick run two: it beats the second-best structure by 0.0042 hartree.



Run one
Below is a single C5H9ClN2 molecule, with properties calculated with ωB97M-V/def2-TZVPD.

Values from the calculation:
molecular weight	132.59	g/mol
orbital gap	8.8118	eV
SMILES string	N[C@H]1C[C@H]2N[C@H]2[C@@H]1Cl
LUMO	0.0307	Eh
spin multiplicity	1

Last column: Löwdin charge in e.
Element x y z (Å)
C (0.1283, -1.2348, 0.1836)  -0.3640
C (-0.3858, -0.5921, 1.4768)  -0.1263
C (0.2242, 0.8449, 1.5208)  -0.1368
C (0.3018, 1.1424, -0.0234)  -0.2938
C (0.0374, 0.0011, -0.8666)  -0.5496
H (2.1050, -0.4457, 0.1571)  0.0541
H (1.8489, -2.2489, 0.7799)  0.1268
H (-0.2787, -2.0723, -0.2134)  0.0914
H (-0.1401, -1.2661, 2.3476)  0.1182
H (-1.4462, -0.3402, 1.6871)  0.1123
H (0.3456, 1.7141, 2.3591)  0.1881
H (2.1070, 1.6076, 0.8233)  0.1027
H (0.0349, 2.0376, -0.4535)  0.0948
H (0.6409, -0.1251, -1.8747)  0.1471
N (1.5741, -1.3941, 0.1137)  -0.0520
N (1.5469, 0.7755, 0.8055)  -0.0269
Cl (-1.7000, 0.2647, -1.5174)  0.5140



Run two
Below is 2 unconnected molecules or ions with the total composition C5H9ClN2, with properties calculated with ωB97M-V/def2-TZVPD.

Values from the calculation:
molecular weight	132.59	g/mol
orbital gap	10.1839	eV
SMILES string	ClC1=NN1.C=C(C)C
LUMO	0.0233	Eh
spin multiplicity	1

Last column: Löwdin charge in e.
Element x y z (Å)
C (-0.1936, 0.8201, -1.7983)  -0.9587
C (-0.9632, -1.4978, 0.9297)  -0.0792
C (-0.3370, 0.9266, 0.8182)  -0.0344
C (1.4389, -0.7307, 0.3253)  -0.0764
C (0.0681, -0.3513, 0.7168)  -0.4417
N (1.0347, 1.0163, -1.7398)  0.1212
N (-0.0404, 2.2247, -1.8760)  0.0616
Cl (-1.4851, -0.2187, -2.0235)  0.8098
H (-0.7201, -2.2667, 1.6831)  0.0828
H (-1.1122, -2.1076, 0.0194)  0.0553
H (-1.8192, -0.8693, 1.0857)  0.0498
H (-1.1668, 1.1357, 1.5220)  0.0898
H (0.3824, 1.6927, 0.6704)  0.0545
H (-0.2883, 2.5804, -0.9357)  0.0502
H (1.9341, -0.8799, 1.2401)  0.0738
H (1.7620, 0.1387, -0.3618)  0.0668
H (1.5055, -1.6132, -0.2756)  0.0747



Pick run one: it beats the second-best structure by 0.0379 hartree.



Run one
Below is 2 unconnected molecules or ions with the total composition CH6N2O2S, with properties calculated with ωB97M-V/def2-TZVPD.

Values from the calculation:
molecular weight	110.14	g/mol
orbital gap (spin up / spin down)	8.2373 / 7.4119	eV
LUMO (spin up / spin down)	-0.0094 / -0.0151	Eh
spin multiplicity	1

Last column: Löwdin charge in e.
Element x y z (Å)
C (0.0079, -2.2446, 0.6790)  -0.2070
N (1.1835, 2.5629, -0.4586)  0.0434
N (-0.7596, -1.5202, -0.3404)  -0.6132
O (0.0067, 2.7007, 0.3982)  -0.1990
O (-1.0622, 2.3215, -0.2064)  -0.1271
S (-1.9410, -0.5299, 0.0664)  0.6408
H (0.5650, -3.2248, 0.2458)  0.1118
H (0.7840, -1.6820, 1.2277)  0.0595
H (-0.6987, -2.6739, 1.5306)  0.0980
H (1.5485, 3.5657, -0.5196)  0.1114
H (0.8942, 2.1823, -1.3693)  0.0816
H (-0.5283, -1.4576, -1.2533)  -0.0003



Run two
Below is 2 unconnected molecules or ions with the total composition CH6N2O2S, with properties calculated with ωB97M-V/def2-TZVPD.

Values from the calculation:
molecular weight	110.14	g/mol
orbital gap	10.2155	eV
SMILES string	N[SH](=O)=O.C=N
LUMO	0.0177	Eh
spin multiplicity	1

Last column: Löwdin charge in e.
Element x y z (Å)
C (-1.0464, 0.1798, 1.8914)  -0.1700
N (1.7836, 0.2480, -1.9357)  -0.1195
N (-2.2216, 0.3111, 1.4746)  0.0454
O (-0.4187, -1.1266, -1.7973)  -0.3413
O (1.0176, -0.8775, 0.2050)  -0.3790
S (0.4954, -0.3193, -1.0271)  0.5898
H (-0.7359, -0.5086, 2.7720)  0.1012
H (-0.1941, 0.6705, 1.5060)  0.0060
H (1.9413, -0.0400, -2.9248)  0.0946
H (2.5686, 0.6875, -1.4951)  0.0572
H (-2.9535, -0.1079, 1.9529)  0.0107
H (-0.2364, 0.8829, -0.6220)  0.1048



Pick run two: it beats the second-best structure by 0.1762 hartree.